DFT (ωB97M-V with the def2-TZVPD basis set) results for 9 unconnected molecules or ions with the total composition C29H46BF3N12O6P in a non-equilibrium geometry.

Each line ends with the Löwdin charge.
Cartesian coordinates (Å):
C (-1.10782, 3.35887, 3.24276)  0.22
C (-1.24430, 2.29470, 2.72404)  -0.08
N (-1.33506, 1.02634, 2.12858)  0.06
C (-1.04611, 1.01845, 0.64564)  -0.02
B (0.46749, 1.52048, 0.37021)  -0.66
O (0.71701, 1.80077, -0.93000)  0.22
O (1.33575, 1.70938, 1.40431)  0.07
C (2.63323, 1.04155, 1.28067)  -0.18
C (3.80164, 2.01282, 1.41643)  -0.06
C (-1.52480, -0.37065, 0.13796)  -0.26
C (-0.35455, -1.35498, 0.08706)  -0.12
C (0.37610, -1.70096, 1.39227)  -0.20
C (1.73786, -2.35778, 1.06985)  -0.06
N (-2.23189, -0.41928, -1.18580)  0.12
C (-1.40638, -0.79767, -2.30898)  -0.48
O (-0.58641, -0.17068, -2.87047)  0.23
F (-1.69932, -2.04912, -2.64826)  0.16
C (-3.01015, 0.73709, -1.50226)  -0.48
O (-4.18450, 0.79343, -1.40467)  0.23
F (-2.29380, 1.79199, -1.88440)  0.17
C (-2.69426, -0.73014, 1.16507)  -0.12
P (-2.93377, -2.44007, 1.86574)  0.49
N (-4.43896, -2.73417, 2.07461)  -0.12
O (-2.09396, -2.58001, 3.20660)  -0.13
O (-2.18727, -3.51254, 0.96846)  -0.11
C (-2.72157, 0.38856, 2.23686)  -0.48
N (-3.66968, 1.44092, 1.98035)  0.17
F (-2.94697, -0.00063, 3.50175)  0.12
H (-0.79469, 4.22083, 3.80325)  0.01
H (-0.67818, 0.44247, 2.66636)  0.19
H (-1.62153, 1.87462, 0.28437)  0.16
H (1.60811, 2.15649, -1.05659)  0.14
H (2.67247, 0.29408, 2.07137)  0.11
H (2.69635, 0.51809, 0.32447)  0.12
H (4.55564, 1.54976, 2.04787)  0.06
H (4.28070, 2.15201, 0.44925)  0.08
H (3.52782, 2.96252, 1.86503)  0.05
H (-0.69304, -2.29857, -0.34068)  0.12
H (0.40357, -0.97279, -0.60313)  0.12
H (0.58492, -0.82184, 2.00722)  0.09
H (-0.16573, -2.45109, 1.95643)  0.08
H (2.23551, -1.89122, 0.22133)  0.08
H (2.40036, -2.23036, 1.92781)  0.08
H (1.63039, -3.42904, 0.91711)  0.09
H (-3.66292, -0.60549, 0.68974)  0.11
H (-5.08510, -2.01272, 1.78503)  -0.01
H (-2.69528, -2.39465, 3.94289)  0.09
H (-2.69557, -3.67680, 0.16011)  0.11
H (-4.56540, 1.14333, 2.35717)  0.13
H (-3.80692, 1.61397, 0.99079)  0.09
C (1.59026, 5.69772, 1.47955)  -0.05
C (3.02325, 5.55838, 1.68916)  -0.27
N (4.15251, 5.44632, 1.85790)  0.15
H (1.10107, 6.00930, 2.40134)  0.08
H (1.38815, 6.44336, 0.71241)  0.09
H (1.16007, 4.74675, 1.16475)  0.06
C (-1.79357, -0.18471, -6.26843)  -0.07
C (-0.86075, -0.37743, -7.36820)  -0.28
N (-0.11766, -0.52973, -8.22829)  0.14
H (-1.28959, 0.27580, -5.41959)  0.06
H (-2.61895, 0.45934, -6.56807)  0.08
H (-2.20572, -1.14121, -5.94774)  0.07
C (7.79173, 3.96707, 2.46373)  -0.07
C (7.32090, 2.73991, 1.84355)  -0.26
N (6.93254, 1.77708, 1.35256)  0.13
H (8.31800, 3.76144, 3.39645)  0.03
H (8.47854, 4.48989, 1.79998)  0.09
H (6.95254, 4.63125, 2.67151)  0.07
C (-1.26586, -4.71523, -4.55612)  -0.08
C (-0.43801, -5.20064, -3.46293)  -0.28
N (0.19902, -5.57886, -2.58614)  0.13
H (-1.85315, -5.51349, -5.00185)  0.05
H (-1.95770, -3.95724, -4.19396)  0.06
H (-0.65667, -4.27014, -5.34176)  0.09
C (-0.54008, -7.93131, -6.91781)  -0.06
C (-1.43216, -6.84432, -7.29330)  -0.28
N (-2.13230, -5.98462, -7.59056)  0.14
H (0.49030, -7.58162, -6.88005)  0.09
H (-0.80881, -8.32446, -5.93833)  0.09
H (-0.60399, -8.74011, -7.64343)  0.09
C (7.83477, 3.41164, 7.24410)  -0.07
C (8.77820, 3.73252, 6.18371)  -0.26
N (9.53301, 3.98771, 5.35772)  0.14
H (8.13274, 3.89289, 8.17388)  0.09
H (6.83584, 3.75639, 6.98202)  0.08
H (7.79954, 2.33605, 7.40806)  0.08
C (-3.39721, 6.30256, 5.72574)  -0.05
C (-2.01436, 5.87198, 5.59213)  -0.25
N (-0.91933, 5.54356, 5.48507)  0.13
H (-3.52242, 6.89172, 6.63255)  0.09
H (-3.68813, 6.91452, 4.87376)  0.09
H (-4.06028, 5.44083, 5.77969)  0.09
C (-5.66045, -5.33204, -6.68674)  -0.08
C (-6.24745, -5.88274, -5.47450)  -0.29
N (-6.70681, -6.30065, -4.50955)  0.12
H (-5.85461, -4.26260, -6.75280)  0.08
H (-4.58153, -5.48462, -6.69921)  0.04
H (-6.07447, -5.80849, -7.57347)  0.09

Forces on atoms 1 to 3 (eV/Å):
0.6 -0.3 0.1
-0.2 0.0 -0.2
-0.1 0.1 0.8

Properties
net charge = +1
LUMO level = -2.90 eV
E_tot = -79095.258 eV
frontier orbital gap = 9.5 eV

***

DFT (ωB97M-V with the def2-TZVPD basis set) results for a molecular structure, C29H46BeBr2Cl3F8MgN3O10S in a non-equilibrium geometry.

Each line ends with the Löwdin charge.
Cartesian coordinates (Å):
C (4.73832, -3.35276, 0.81192)  -0.12
C (4.45619, -2.34608, 1.83377)  -0.18
C (2.94367, -1.99063, 2.17866)  -0.10
C (2.52432, -0.43947, 1.83295)  -0.23
C (3.66632, 0.39914, 2.59331)  -0.19
N (3.92294, -0.05006, 4.00336)  0.02
N (2.59682, -0.50321, 0.30581)  -0.11
S (3.72511, 0.48307, -0.56720)  0.87
O (3.77267, 1.92868, -0.19240)  -0.24
O (5.13230, -0.07604, -0.43475)  -0.27
C (3.34632, 0.39123, -2.42144)  -0.40
F (4.60442, 0.64698, -3.05112)  0.10
F (2.42274, 1.36062, -2.84531)  0.12
F (3.00052, -0.93915, -2.81758)  0.08
C (1.21349, -0.22830, -0.29540)  -0.08
C (0.30754, -0.84512, 0.88006)  -0.19
C (-1.23836, -0.71270, 0.54237)  -0.13
C (-1.66875, -1.31866, -0.86574)  -0.16
C (-1.19146, -2.82085, -1.12411)  -0.23
C (-1.37309, -3.82784, 0.10287)  -0.20
C (-2.84392, -3.86477, 0.76054)  -0.26
N (-2.73706, -4.76520, 1.98579)  -0.03
C (0.94545, -0.14026, 2.20600)  -0.15
C (0.81560, 1.43367, 1.93492)  -0.03
C (0.93417, 2.26786, 3.44647)  -0.18
C (0.90389, 3.95667, 3.29920)  -0.41
O (-0.30890, 3.01734, 3.86838)  -0.19
C (0.30724, -0.83743, 3.47592)  -0.17
F (1.21476, -0.90183, 4.65164)  -0.19
F (0.05126, -2.23460, 3.17596)  0.01
C (-1.07055, -0.26849, 4.04686)  -0.34
F (-1.91798, -1.35785, 4.41568)  0.06
F (-1.80418, 0.61172, 3.25529)  0.13
F (-0.78813, 0.42130, 5.28095)  0.03
H (4.20523, -4.37277, 0.93555)  0.08
H (5.41867, -3.11272, -0.07341)  0.10
H (5.35450, -1.87846, 2.38407)  0.08
H (2.29699, -2.75000, 1.58319)  0.13
H (2.78173, -2.25444, 3.28287)  0.13
H (3.45114, 1.53652, 2.66637)  0.13
H (4.70490, 0.35612, 2.08078)  0.13
H (3.53370, 0.61800, 4.68064)  0.07
H (4.91867, -0.24087, 4.16570)  0.09
H (2.76786, -1.45676, -0.10732)  0.17
H (1.00727, -0.90842, -1.21142)  0.15
H (1.00037, 0.80481, -0.72712)  0.16
H (0.49064, -1.97978, 0.73166)  0.13
H (-1.58110, 0.39470, 0.58110)  0.13
H (-1.82348, -1.22009, 1.40460)  0.11
H (-1.34929, -0.58735, -1.70486)  0.10
H (-2.82883, -1.32241, -0.89379)  0.13
H (-1.85075, -3.24986, -2.02355)  -0.11
H (-0.09659, -2.75916, -1.49510)  0.10
H (-0.62200, -3.69911, 0.95493)  0.10
H (-1.18839, -4.89047, -0.32265)  0.12
H (-3.59820, -4.34262, 0.04532)  0.07
H (-3.17913, -2.84944, 1.16405)  0.11
H (-2.13389, -4.24341, 2.65941)  0.06
H (-2.11927, -5.54474, 1.66683)  0.07
H (-0.21583, 1.79429, 1.60840)  0.14
H (1.69358, 1.89925, 1.37562)  0.10
H (1.66088, 1.79267, 4.28460)  0.15
H (0.03087, 4.62843, 3.03414)  0.09
H (1.15537, 3.78087, 2.15118)  -0.01
O (-0.55389, -4.14005, -3.27220)  -0.23
H (0.19199, -3.66508, -3.64053)  -0.02
Be (0.64016, -1.87002, 6.09628)  0.43
Br (6.39714, -4.37818, 2.58827)  0.19
C (-2.24708, 3.42106, -5.41197)  0.09
C (-1.53882, 2.35311, -5.04326)  -0.23
C (-1.53775, 1.86833, -3.63651)  -0.32
O (-0.88886, 0.86966, -3.33900)  0.02
C (-2.31503, 2.61292, -2.64904)  0.05
C (-3.02420, 3.69209, -3.00165)  -0.31
C (-3.05097, 4.16449, -4.43386)  -0.40
O (-3.72275, 5.12478, -4.75489)  0.02
O (-3.74541, 4.37871, -2.05794)  -0.12
O (-0.78557, 1.65610, -5.94638)  0.07
H (-2.25894, 3.77721, -6.43345)  0.14
H (-2.28686, 2.25491, -1.62839)  0.12
H (-4.17645, 5.12185, -2.52939)  0.02
H (-0.37481, 0.93160, -5.43706)  0.10
Cl (-2.52501, 6.27012, -2.70340)  0.16
C (-2.80984, 8.34732, 1.44081)  -0.11
C (-3.93183, 8.82006, 0.53687)  -0.34
O (-3.45259, 8.99726, -0.78705)  -0.11
H (-1.98941, 9.07007, 1.44357)  0.07
H (-3.16472, 8.21196, 2.46622)  0.06
H (-2.39868, 7.39893, 1.08230)  0.07
H (-4.32557, 9.77787, 0.88514)  0.11
H (-4.75229, 8.09484, 0.52024)  0.11
H (-3.11331, 8.14087, -1.09141)  -0.03
C (1.47190, -6.25419, -0.58306)  -0.34
O (1.39588, -4.94442, -0.37071)  -0.21
H (1.72679, -6.58473, -1.60701)  0.07
H (2.21955, -6.81738, 0.01175)  0.08
H (0.55894, -6.84973, -0.38775)  0.08
Mg (2.36224, 5.61478, 3.16110)  0.64
C (-2.64129, -5.60580, -5.46210)  -1.12
Cl (-2.49788, -5.16573, -7.16921)  0.50
Cl (-2.62388, -7.36133, -5.25151)  0.50
H (-1.80443, -5.17486, -4.91320)  -0.04
H (-3.57791, -5.21327, -5.07442)  -0.05
Br (-3.33792, -3.98588, -2.77159)  0.58

Forces on atoms 1 to 3 (eV/Å):
0.4 -0.3 2.0
-0.5 -0.2 -0.7
0.5 -2.0 0.5

Properties
LUMO level = -5.69 eV
E_tot = -271801.977 eV
frontier orbital gap = 1.2 eV

***

DFT (ωB97M-V with the def2-TZVPD basis set) results for a molecular structure, C29H46N5P2PdSi.

Each line ends with the Löwdin charge.
Cartesian coordinates (Å):
Pd (1.21445, 0.01789, 1.07724)  0.23
C (2.69443, -0.05559, 4.53830)  -0.06
C (1.43555, -0.88455, 4.50608)  -0.37
C (1.03105, -1.59540, 5.62594)  -0.10
C (-0.17696, -2.29522, 5.53875)  -0.12
C (-0.91256, -2.25515, 4.38264)  -0.05
C (-0.44654, -1.50756, 3.24852)  -0.45
N (0.74789, -0.84166, 3.36744)  0.08
N (-1.07963, -1.41818, 2.09233)  -0.05
Si (-2.50126, -2.09475, 1.53178)  0.31
C (-2.36003, -3.91649, 1.08461)  -0.18
C (-3.99855, -1.98928, 2.69612)  -0.20
C (-3.05533, -1.17157, -0.00759)  -0.18
H (2.45908, 0.95357, 4.88868)  0.07
H (3.10252, 0.02843, 3.53435)  0.02
H (3.43882, -0.48468, 5.21172)  0.06
H (1.62826, -1.60643, 6.52839)  0.08
H (-0.53098, -2.87095, 6.38884)  0.09
H (-1.84940, -2.79067, 4.29830)  0.07
H (-2.07546, -4.47998, 1.97910)  0.02
H (-1.57938, -4.07615, 0.33397)  0.01
H (-3.29453, -4.33374, 0.69892)  0.02
H (-3.96725, -2.72682, 3.50187)  0.01
H (-4.92410, -2.14983, 2.13314)  0.01
H (-4.05143, -0.99666, 3.15387)  0.02
H (-2.30300, -1.17370, -0.80218)  0.00
H (-3.26108, -0.12507, 0.24000)  0.02
H (-3.97251, -1.60984, -0.41437)  0.03
C (2.15627, 0.30723, -3.69960)  -0.30
P (1.69214, -0.00769, -1.91186)  0.99
C (-0.08483, 0.57548, -2.10179)  -0.38
N (-0.72312, 0.22728, -3.18852)  0.12
C (-2.00451, 0.64469, -3.36091)  -0.22
C (-2.73540, 0.22341, -4.49734)  -0.02
C (-4.02108, 0.64395, -4.67719)  -0.10
C (-4.63071, 1.50716, -3.73264)  -0.09
C (-3.94142, 1.92411, -2.63105)  -0.02
C (-2.60885, 1.49382, -2.42306)  -0.23
N (-1.92767, 1.90107, -1.32192)  0.13
C (-0.71637, 1.43845, -1.12793)  -0.38
P (0.11127, 1.76276, 0.49540)  0.83
C (-1.35063, 2.16816, 1.52317)  -0.25
C (0.86612, 3.46869, 0.17842)  -0.72
C (-0.15756, 4.53951, -0.19352)  -0.10
C (1.90385, 3.33635, -0.93518)  -0.13
C (1.58688, 3.86408, 1.46998)  -0.12
C (1.54852, -1.89705, -1.96087)  -0.72
C (0.94555, -2.47751, -3.24252)  -0.11
C (2.98597, -2.40685, -1.81876)  -0.12
C (0.73015, -2.41155, -0.77409)  -0.12
H (1.41018, -0.03291, -4.41572)  0.01
H (3.11725, -0.16713, -3.91159)  0.02
H (2.28698, 1.38678, -3.81075)  0.02
H (-2.25305, -0.43884, -5.20543)  0.11
H (-4.58053, 0.31384, -5.54352)  0.09
H (-5.65189, 1.83419, -3.88306)  0.09
H (-4.39306, 2.57504, -1.89324)  0.11
H (-2.06768, 2.82287, 1.03030)  0.02
H (-0.99683, 2.61120, 2.45485)  0.04
H (-1.80160, 1.20399, 1.76412)  0.01
H (-0.73246, 4.26169, -1.07862)  0.07
H (0.35345, 5.48726, -0.40066)  0.08
H (-0.86324, 4.71123, 0.62128)  0.07
H (1.43890, 3.10715, -1.89814)  0.07
H (2.61072, 2.53737, -0.70185)  0.04
H (2.45126, 4.28000, -1.04379)  0.08
H (0.89011, 3.97758, 2.30286)  0.07
H (2.10446, 4.82003, 1.33073)  0.08
H (2.31494, 3.09805, 1.74731)  0.06
H (1.54124, -2.23141, -4.12351)  0.06
H (-0.06968, -2.12306, -3.40818)  0.06
H (0.91861, -3.56913, -3.15441)  0.08
H (3.63108, -2.04471, -2.62478)  0.06
H (2.98757, -3.50110, -1.85964)  0.08
H (3.41230, -2.10421, -0.86177)  0.05
H (-0.30778, -2.08366, -0.81549)  0.05
H (1.12660, -2.11008, 0.20366)  0.05
H (0.74506, -3.50677, -0.81824)  0.08
C (5.18873, 0.60314, -0.58450)  -0.07
C (4.35873, 0.00433, 0.45330)  -0.28
N (3.62923, -0.37017, 1.25702)  0.12
H (6.16183, 0.11656, -0.62856)  0.08
H (5.32347, 1.66433, -0.38222)  0.08
H (4.67851, 0.49107, -1.54274)  0.06

Forces on atoms 1 to 3 (eV/Å):
0.0 0.0 0.7
-0.1 0.0 0.0
0.1 0.1 0.0

Properties
net charge = -1
LUMO level = 2.29 eV
E_tot = -68208.765 eV
frontier orbital gap = 5.3 eV
relative energy (zero: lowest compared OMol25 entry of this formula, charge and spin) = 15.84 kJ/mol

***

| no. | molecular weight (g mol⁻¹) |
| --- | --- |
| 1 | 757.545 |
| 2 | 1080.233 |
| 3 | 661.176 |